# 1
A molecular structure, C26H29IrN4OSb. Source: OMol25; level of theory: the ωB97M-V functional and the def2-TZVPD basis.

Positions of all 62 atoms, in Å:
1 H -2.520 1.230 -1.465
2 C 3.488 -1.308 -0.624
3 H -2.935 4.353 0.444
4 H 0.169 -4.684 -5.040
5 N 1.933 0.117 0.546
6 C -2.732 0.419 -0.767
7 C -0.450 -2.633 -4.827
8 N -0.058 -1.209 2.223
9 C 0.557 3.159 -0.554
10 H -1.057 0.533 -3.634
11 C -3.272 0.955 0.541
12 H -1.572 1.078 1.961
13 H -1.210 0.341 4.727
14 C 0.420 -3.973 -3.027
15 C -0.573 -2.370 4.263
16 C -1.130 4.846 -0.630
17 H -0.875 -4.492 4.165
18 H 0.108 0.943 3.699
19 H 1.669 2.197 2.101
20 C -1.461 2.801 0.541
21 H 3.006 3.044 1.295
22 H 0.459 0.001 5.143
23 Sb 0.889 -2.624 -0.205
24 H -2.187 -0.324 -4.704
25 Ir -0.012 0.546 1.048
26 C 0.049 -3.839 -4.372
27 C 0.193 -2.820 -2.319
28 C -0.068 -2.417 1.617
29 C -1.140 -0.221 -4.410
30 H 0.815 -4.890 -2.611
31 C -2.248 1.781 1.346
32 C 2.221 -1.019 -0.139
33 H -3.420 -0.284 -1.230
34 H -2.724 2.268 2.201
35 C 2.704 2.107 1.768
36 N -0.230 2.387 0.204
37 H 5.032 1.397 0.659
38 C -1.946 4.030 0.144
39 O -1.466 -0.297 -0.513
40 C -0.605 -1.531 -3.957
41 C 4.528 -0.405 -0.373
42 N -0.248 -1.715 -2.671
43 H -4.128 1.590 0.304
44 H 5.528 -0.596 -0.742
45 H -0.350 -4.561 1.728
46 H -1.115 -0.505 -1.325
47 H -0.722 -2.510 -5.869
48 H 3.335 1.988 2.654
49 H 3.685 -2.222 -1.174
50 C -0.354 -3.616 2.260
51 H 0.787 5.009 -1.601
52 C -0.231 0.106 4.301
53 C 0.134 4.400 -0.992
54 C -0.640 -3.583 3.627
55 H -1.477 5.821 -0.947
56 C 4.249 0.698 0.392
57 H -0.745 -2.300 5.331
58 H -3.650 0.147 1.170
59 C -0.281 -1.177 3.549
60 C 2.935 0.948 0.867
61 H 1.534 2.764 -0.805
62 H -0.596 0.120 -5.292

Output
Lowest unoccupied orbital energy (alpha / beta): -15.909 / -15.916 eV
Spin multiplicity: 2
Total charge: +4

=====

# 2
2 unconnected molecules or ions with the total composition C2H7NO2S. Source: OMol25; level of theory: the ωB97M-V functional and the def2-TZVPD basis.

Positions of all 13 atoms, in Å:
1 H 1.511 -0.530 1.920
2 N 3.364 -0.464 -0.371
3 C -2.491 0.895 -0.097
4 H -4.170 -0.389 0.334
5 S 1.787 0.013 -0.340
6 O 1.730 1.368 0.067
7 H 3.486 -1.540 -0.574
8 H -2.944 -1.129 -0.806
9 O 1.195 -0.772 1.004
10 H 4.286 0.022 -0.535
11 H -2.768 1.766 0.433
12 C -3.278 -0.172 -0.279
13 H -1.708 0.931 -0.756

Output
Lowest unoccupied orbital energy: 0.553 eV
Energy relative to the best compared isomer or geometry (same formula, charge and spin): 71.7 kcal/mol

=====

# 3
3 unconnected molecules or ions with the total composition C5H10N2O. Source: OMol25; level of theory: the ωB97M-V functional and the def2-TZVPD basis.

Positions of all 18 atoms, in Å:
1 O 2.605 -1.556 0.159
2 N -0.226 0.047 -0.120
3 H 0.179 1.775 0.851
4 N -2.290 -0.961 -0.632
5 C 0.044 1.321 0.049
6 H -2.280 -1.431 1.779
7 C 1.161 0.448 -0.524
8 C -1.092 -0.624 -0.996
9 C -2.615 -0.378 0.768
10 H 1.151 0.804 -1.520
11 H -0.704 -1.151 -1.922
12 H -1.631 0.989 0.982
13 H 3.197 0.536 -0.263
14 H -3.855 -0.443 0.631
15 H -0.059 2.219 -0.811
16 C 2.367 -0.120 0.075
17 H 1.609 -1.675 0.403
18 H 2.438 0.198 1.092

Output
Lowest unoccupied orbital energy: 0.516 eV
Energy relative to the best compared isomer or geometry (same formula, charge and spin): 234.2 kcal/mol

=====

# 4
2 unconnected molecules or ions with the total composition C5H8S. Source: OMol25; level of theory: the ωB97M-V functional and the def2-TZVPD basis.

Positions of all 14 atoms, in Å:
1 H -3.003 -1.781 0.737
2 H 1.082 -1.344 -1.348
3 H -2.353 -2.161 2.442
4 C -0.866 -1.640 1.169
5 C 1.007 0.437 -0.361
6 H 0.070 3.678 -0.257
7 H -0.092 -1.648 1.936
8 C -2.093 -1.869 1.430
9 H 2.170 0.027 -2.150
10 H -0.464 -1.396 0.175
11 C 0.649 3.023 -0.837
12 H 0.910 2.938 -1.876
13 S 1.427 2.006 0.263
14 C 1.557 -0.271 -1.323

Output
Lowest unoccupied orbital energy (alpha / beta): -0.521 / -0.526 eV
Energy relative to the best compared isomer or geometry (same formula, charge and spin): 131.8 kcal/mol